A molecular structure, C2H7PS3, computed with ωB97M-V/def2-TZVPD.

Atoms and positions in Å:
C  -0.4284  -1.4779  -0.6274
C  2.2069  -0.2359  0.0374
P  1.1715  -1.0126  -1.3070
S  -0.5081  -2.6080  0.9194
S  3.8727  -0.8804  -0.0628
S  1.8464  1.1462  0.8264
H  -0.8881  -2.1858  -1.4028
H  -0.9574  -0.6053  -0.4890
H  -4.7472  3.0749  -0.2348
H  1.7501  -2.4292  -1.1325
H  -1.7260  -2.1252  1.0894
H  4.5592  0.2170  0.3568
H  -4.9770  2.5029  0.2401

Calculated values
energy	-43979.5093	eV
LUMO level	-0.7	eV
HOMO	-8.78	eV
multiplicity	1
ΔE to the lowest compared entry with this formula, charge and spin	309.6	kJ/mol
HOMO-LUMO gap	8.063	eV
largest force on an atom	3.85	eV Å⁻¹

Results of the Löwdin charge analysis, in e, for atoms 1 through 2: -0.80, -1.48